Computed, not measured: a cluster of 13 separate species, C52H143N13O13 in total at a distorted geometry, with ωB97M-V with the def2-TZVPD basis set.

Last column: Mulliken charge in e.
Positions of all 221 atoms, in Å:
C 0.31795 16.36579 -3.42686  -0.54
C 1.20520 16.05139 -2.24684  1.59
C 1.36376 14.56966 -1.98937  -1.35
O 0.09298 13.97971 -1.86261  0.04
C 0.10872 12.58600 -1.96003  -1.04
N 2.55430 16.61287 -2.47269  -0.79
H -0.69537 16.02669 -3.19868  0.07
H 0.60526 15.82299 -4.33057  -0.02
H 0.36379 17.44049 -3.61109  0.23
H 0.79325 16.49345 -1.32456  -0.42
H 1.97606 14.39121 -1.09208  0.46
H 1.92069 14.15926 -2.84780  0.31
H 0.11630 12.23294 -3.00325  0.28
H -0.85459 12.22758 -1.59012  0.26
H 0.93888 12.11914 -1.42334  0.39
H 3.15612 16.42638 -1.67257  0.32
H 2.47403 17.62794 -2.45351  0.26
C -4.11666 25.05704 -5.32573  -1.14
C -3.80987 25.32653 -3.86202  0.40
C -3.61116 24.05203 -3.06379  0.46
O -4.64349 23.09887 -3.24890  0.44
C -5.92070 23.53239 -2.83293  -1.17
N -2.61772 26.18864 -3.77705  -0.69
H -3.18003 24.79958 -5.83377  0.39
H -4.46836 25.98175 -5.78536  0.37
H -4.84997 24.27534 -5.50251  -0.14
H -4.62633 25.90802 -3.42170  0.31
H -3.48590 24.32547 -2.00428  -0.33
H -2.69902 23.53496 -3.37424  -0.38
H -5.89628 23.84962 -1.78821  0.30
H -6.58936 22.69255 -3.02847  0.27
H -6.30806 24.32679 -3.48407  0.35
H -2.26970 26.19929 -2.81069  0.12
H -1.87172 25.83562 -4.36710  0.33
C 0.75137 18.94205 2.00425  -0.61
C 1.39073 18.70910 3.34755  1.24
C 2.02524 17.33859 3.38415  -0.32
O 2.57899 16.94673 4.63694  -0.43
C 1.65271 16.91526 5.69733  -0.34
N 2.40979 19.74019 3.63271  -0.93
H 1.42337 18.72884 1.16389  0.36
H 0.42769 19.97332 1.90510  -0.34
H -0.07823 18.24077 1.89122  -0.17
H 0.58805 18.80190 4.09215  -0.06
H 2.84378 17.27182 2.67118  0.35
H 1.23189 16.60920 3.14395  0.11
H 1.09739 17.85554 5.79540  -0.06
H 2.24146 16.85235 6.61278  0.30
H 0.95064 16.08274 5.58997  0.26
H 2.88737 19.52858 4.50947  0.34
H 1.85140 20.54771 3.92911  0.31
C -2.77242 27.96192 -0.43241  -1.52
C -1.79202 26.97148 0.16764  0.35
C -2.44372 25.92283 1.03579  0.24
O -3.08873 26.55054 2.11970  -0.47
C -3.45919 25.65417 3.13527  -0.37
N -1.08523 26.29013 -0.95914  -0.26
H -3.45630 27.49697 -1.14975  0.23
H -2.24894 28.77344 -0.93869  0.40
H -3.43739 28.36552 0.33438  0.42
H -1.02690 27.50411 0.74781  0.38
H -1.71387 25.19204 1.41585  -0.04
H -3.17743 25.35727 0.43807  -0.18
H -3.75140 26.27390 3.98068  0.37
H -2.64477 24.97133 3.40690  0.00
H -4.32324 25.04084 2.83839  0.26
H -0.66541 27.05953 -1.47668  0.33
H -0.29757 25.73696 -0.60991  -0.04
C -7.91617 18.36188 3.27869  -1.36
C -6.73168 17.90450 2.42804  0.21
C -6.64220 18.78530 1.19554  -0.18
O -5.95270 18.11949 0.13987  -0.35
C -6.14112 18.71756 -1.12042  -0.72
N -5.51876 17.92203 3.24821  -0.64
H -7.86666 17.82159 4.22294  0.41
H -8.90934 18.21473 2.84993  0.46
H -7.84074 19.43775 3.46763  -0.04
H -6.92690 16.87473 2.12283  0.34
H -6.21178 19.76985 1.43221  0.03
H -7.66113 18.98155 0.81530  0.51
H -6.94580 18.20294 -1.65856  0.33
H -5.20871 18.61264 -1.67716  -0.06
H -6.40092 19.77677 -1.03941  0.42
H -5.13012 18.81731 3.51451  0.14
H -4.82446 17.38336 2.74368  0.34
C 1.86133 20.83913 7.42540  -1.18
C 0.66002 21.77071 7.30477  0.37
C -0.22309 21.41918 6.14210  -0.37
O 0.48694 21.61712 4.93289  -0.48
C -0.35094 21.95269 3.86047  -0.53
N -0.13815 21.81224 8.54157  -0.74
H 1.59533 19.77615 7.37145  0.19
H 2.43784 21.01573 8.33215  0.42
H 2.53436 20.93660 6.56422  0.23
H 1.04735 22.78346 7.17626  0.21
H -1.09366 22.09020 6.16466  0.16
H -0.66441 20.41297 6.20125  0.27
H -1.23655 21.35075 3.65870  0.49
H 0.26491 21.94500 2.95424  0.00
H -0.65263 23.01562 3.86373  0.42
H 0.43272 22.23244 9.26758  0.29
H -0.33798 20.88016 8.89445  0.26
C 0.39669 23.18653 -0.16300  -0.81
C 1.49383 23.74318 -1.05065  0.24
C 1.11591 23.65457 -2.50921  -0.85
O 0.68415 22.35012 -2.77781  -0.02
C 0.24887 22.15581 -4.08977  -0.28
N 1.76845 25.16658 -0.66351  -0.68
H 0.48267 23.50138 0.87863  0.56
H 0.37089 22.09905 -0.20400  0.24
H -0.57859 23.50619 -0.54735  -0.13
H 2.41532 23.17216 -0.87187  0.46
H 1.91669 23.94867 -3.20474  0.38
H 0.31477 24.40001 -2.67644  0.09
H -0.42393 22.96800 -4.41824  0.17
H -0.31499 21.22897 -4.13405  -0.31
H 1.03327 22.15595 -4.85618  0.38
H 2.06913 25.07481 0.30827  0.24
H 2.63932 25.47598 -1.09477  0.27
C -3.57833 15.15292 -0.40629  -1.52
C -3.09803 15.72596 0.91828  0.23
C -1.69725 15.24981 1.23707  0.28
O -1.69695 13.87261 1.48497  -0.42
C -0.39410 13.37364 1.70164  -0.47
N -3.09465 17.19954 0.91362  -0.37
H -4.58914 15.50902 -0.64034  0.36
H -3.71043 14.06787 -0.36346  0.56
H -2.91551 15.40833 -1.23770  0.13
H -3.76221 15.38289 1.71871  0.45
H -1.28748 15.78227 2.11290  0.35
H -1.03358 15.54119 0.40144  -0.37
H -0.52330 12.30552 1.84475  0.28
H 0.04694 13.86613 2.58015  0.23
H 0.27473 13.59482 0.86313  0.05
H -2.53356 17.48616 0.10522  -0.25
H -4.00713 17.48762 0.54989  -0.24
C -0.80877 15.02883 -7.48792  -1.21
C -1.68317 14.53334 -6.35669  0.90
C -2.55745 15.66892 -5.85878  -0.23
O -3.20993 15.37993 -4.64097  -0.38
C -4.25196 16.26231 -4.34761  -0.56
N -2.47969 13.38045 -6.82633  -0.76
H 0.02962 15.60276 -7.07442  -0.13
H -1.30740 15.65289 -8.23314  0.38
H -0.28506 14.21266 -7.98999  0.47
H -1.01011 14.23389 -5.54827  -0.20
H -3.24458 15.99362 -6.65695  0.59
H -1.89048 16.53037 -5.66349  -0.29
H -4.74957 15.91688 -3.44394  0.20
H -4.94556 16.33355 -5.19532  0.45
H -3.90320 17.28349 -4.14535  0.09
H -2.93526 13.69894 -7.68201  0.32
H -3.25764 13.21224 -6.19193  0.31
C 2.59832 17.11180 -6.50033  -1.13
C 1.97587 17.98451 -7.57665  0.95
C 1.69909 19.40632 -7.12665  -1.06
O 0.78585 19.51830 -6.07000  0.03
C -0.51195 19.01747 -6.32403  0.12
N 2.93835 18.03972 -8.71788  -0.79
H 1.94198 17.01504 -5.63821  -0.11
H 3.54903 17.53064 -6.16025  0.44
H 2.84922 16.12558 -6.89825  0.49
H 1.07496 17.49503 -7.96882  0.08
H 1.30299 19.95408 -7.99464  0.36
H 2.64300 19.81750 -6.77295  0.24
H -0.45194 17.93021 -6.43823  -0.23
H -0.90941 19.40232 -7.27360  0.46
H -1.14789 19.28524 -5.48528  -0.26
H 2.44296 18.20858 -9.58909  0.28
H 3.31689 17.10505 -8.83492  0.27
C -8.57023 22.35576 -7.80864  -1.63
C -7.20981 22.30941 -7.14903  0.72
C -6.52338 20.97914 -7.49493  -0.81
O -5.23914 20.83665 -6.97661  -0.41
C -5.16545 20.94586 -5.56815  -0.14
N -6.42505 23.46138 -7.56328  -0.53
H -9.13111 21.42990 -7.67696  0.38
H -8.43142 22.40876 -8.89637  0.39
H -9.11928 23.23352 -7.48048  0.38
H -7.33651 22.30883 -6.05811  0.12
H -6.44695 20.96221 -8.58770  0.34
H -7.19526 20.15960 -7.18906  0.37
H -5.06818 21.98953 -5.24560  -0.13
H -4.25686 20.43080 -5.27340  0.10
H -6.05701 20.53923 -5.07640  0.38
H -6.53460 23.58784 -8.56616  0.30
H -5.42673 23.33639 -7.42956  0.21
C -7.76097 21.41252 5.90418  -1.38
C -7.14429 22.58134 5.17239  0.85
C -6.25304 22.12701 4.02137  -0.74
O -5.12796 21.38560 4.41191  -0.09
C -4.13864 22.16936 5.05122  -0.95
N -8.17213 23.47681 4.61823  -0.76
H -8.38721 21.71055 6.74707  0.43
H -6.93653 20.87152 6.38204  0.27
H -8.28669 20.71721 5.25492  0.26
H -6.51171 23.14099 5.87608  0.31
H -5.97775 22.97853 3.37350  -0.03
H -6.83833 21.50390 3.33611  0.36
H -3.82797 23.01061 4.41277  0.36
H -3.25327 21.56594 5.23186  -0.01
H -4.53433 22.57055 5.98605  0.55
H -8.62045 23.96932 5.38439  0.29
H -7.74301 24.20929 4.05975  0.23
C -3.11727 22.30390 1.11353  -0.66
C -3.10064 20.85511 0.65984  2.02
C -2.37974 20.62661 -0.64088  -0.16
O -2.62471 19.32914 -1.12820  1.10
C -1.87212 19.08321 -2.29202  -0.72
N -2.43102 20.08259 1.73471  0.65
H -3.64573 22.91418 0.37667  0.20
H -2.08998 22.66775 1.19618  -0.13
H -3.61573 22.40788 2.07840  -0.07
H -4.12747 20.45820 0.56322  -1.54
H -1.31745 20.84876 -0.46060  -0.20
H -2.73898 21.33860 -1.39135  -0.11
H -2.31046 18.18806 -2.73117  -0.11
H -0.82339 18.89425 -2.01875  0.24
H -1.82421 19.92118 -2.99679  0.03
H -2.86393 20.32465 2.61896  0.02
H -2.54637 19.08386 1.56371  0.19

Results
Relative energy (zero: lowest compared OMol25 entry of this formula, charge and spin)   0.3 kcal/mol
Max |F|   1.95 eV/A
Gap between HOMO and LUMO   9.24 eV
Spin multiplicity   1
Energy   -102226.095 eV